[1]
The following is a DFT calculation (ωB97M-V with the def2-TZVPD basis set) of 2 unconnected molecules or ions with the total composition C3H5NOS at a distorted geometry.

Properties
SMILES string = O/C=[NH+]/[S-].C#C
Energy = -17560.39933 eV
Total charge = 0
Relative energy (zero: lowest compared OMol25 entry of this formula, charge and spin) = 112.3 kcal/mol
HOMO = -7.3 eV
Spin multiplicity = 1

```
11
C3H5NOS ωB97M-V with the def2-TZVPD basis set
O -0.144 -1.238 0.201
C 0.973 -1.039 -0.471
N 1.717 -0.003 -0.412
S 3.146 0.212 -1.129
H -0.691 -0.623 0.685
H 1.141 -1.873 -1.159
H 1.597 0.633 0.443
C -2.088 0.939 -0.131
C -1.949 0.968 1.066
H -2.045 1.319 -1.126
H -1.658 0.705 2.033
```

Atomic partial charges in e from the natural (NBO) method, atoms 1 to 4: atom 1 (O): -0.691, atom 2 (C): 0.433, atom 3 (N): -0.629, atom 4 (S): -0.264



[2]
The following is a DFT calculation (ωB97M-V with the def2-TZVPD basis set) of a molecular structure, C25H15Cl2N2O6Ta at a distorted geometry.

Properties
Energy = -68020.30458 eV
Total charge = +2
Relative energy (zero: lowest compared OMol25 entry of this formula, charge and spin) = 9.0 kcal/mol
HOMO = -14.5 eV
Spin multiplicity = 1

```
51
C25H15Cl2N2O6Ta ωB97M-V with the def2-TZVPD basis set
Ta 0.086 0.227 -0.179
O -2.412 -2.124 2.559
C -1.932 -1.305 1.673
O -0.734 -1.179 1.421
C -2.894 -0.465 0.927
C -4.263 -0.395 1.073
C -4.951 0.508 0.262
C -4.245 1.298 -0.634
C -2.869 1.143 -0.700
N -2.220 0.273 0.050
C -1.954 1.929 -1.596
O -2.242 2.811 -2.323
O -0.677 1.418 -1.470
H -1.698 -2.633 2.981
H -4.768 -1.020 1.796
H -6.026 0.597 0.338
H -4.728 2.026 -1.272
Cl 3.225 2.656 6.166
C 2.661 1.939 4.711
C 3.423 0.944 4.101
C 3.004 0.335 2.925
Cl 3.953 -0.882 2.182
C 1.801 0.736 2.365
O 1.329 0.166 1.249
C 1.037 1.751 2.963
C -0.163 2.209 2.329
O -0.607 1.824 1.229
C 1.469 2.354 4.153
H 4.360 0.637 4.548
H -0.734 2.986 2.848
H 0.890 3.139 4.622
C 3.869 0.969 -2.159
C 3.814 0.126 -3.265
C 2.725 -0.708 -3.451
C 1.688 -0.684 -2.536
N 1.748 0.146 -1.467
C 2.820 0.947 -1.276
C 0.489 -1.538 -2.540
C 0.145 -2.312 -3.639
C -0.950 -3.157 -3.563
C -1.682 -3.223 -2.389
C -1.358 -2.410 -1.311
C -0.277 -1.527 -1.354
H 4.711 1.620 -1.981
H 4.630 0.111 -3.976
H 2.688 -1.386 -4.291
H 2.810 1.575 -0.394
H 0.726 -2.272 -4.551
H -1.222 -3.770 -4.412
H -2.519 -3.906 -2.314
H -1.976 -2.501 -0.428
```

Atomic partial charges in e from the natural (NBO) method, atoms 1 to 4: atom 1 (Ta): 2.497, atom 2 (O): -0.590, atom 3 (C): 0.826, atom 4 (O): -0.608



[3]
The following is a DFT calculation (ωB97M-V with the def2-TZVPD basis set) of C16H14O3 in the gas phase.

Properties
SMILES string = C=C[C@H](C1=CC(=O)C(OC)=CC1=O)c1ccccc1
Energy = -22959.69367 eV
Total charge = 0
Relative energy (zero: lowest compared OMol25 entry of this formula, charge and spin) = 0.8 kcal/mol
HOMO = -8.9 eV
Spin multiplicity = 1

```
33
C16H14O3 ωB97M-V with the def2-TZVPD basis set
C 1.933 -0.783 -2.461
C 2.314 -1.081 -1.234
C 1.453 -1.044 0.003
C -0.015 -0.965 -0.323
C -0.784 -2.061 -0.352
C -2.215 -2.054 -0.653
O -2.874 -3.065 -0.756
C -2.823 -0.690 -0.817
O -4.147 -0.740 -0.973
C -4.864 0.464 -1.127
C -2.048 0.415 -0.808
C -0.602 0.374 -0.632
O 0.080 1.375 -0.738
C 1.837 0.080 0.952
C 1.119 0.217 2.134
C 1.419 1.231 3.025
C 2.451 2.111 2.752
C 3.174 1.974 1.582
C 2.867 0.968 0.682
H 2.620 -0.839 -3.287
H 0.933 -0.461 -2.699
H 3.331 -1.400 -1.044
H 1.621 -1.991 0.534
H -0.368 -3.042 -0.154
H -4.733 1.115 -0.257
H -5.909 0.176 -1.219
H -4.551 0.999 -2.030
H -2.456 1.403 -0.955
H 0.311 -0.470 2.352
H 0.843 1.332 3.935
H 2.684 2.905 3.448
H 3.980 2.660 1.360
H 3.420 0.888 -0.241
```

Atomic partial charges in e from the natural (NBO) method, atoms 1 to 4: atom 1 (C): -0.377, atom 2 (C): -0.164, atom 3 (C): -0.328, atom 4 (C): 0.016



[4]
The following is a DFT calculation (ωB97M-V with the def2-TZVPD basis set) of a molecular structure, C23H29ClCoF4N3O2 at a distorted geometry.

Properties
Energy = -93888.78113 eV
Total charge = 0
Relative energy (zero: lowest compared OMol25 entry of this formula, charge and spin) = 357.1 kcal/mol
HOMO (alpha / beta) = -6.9 / -6.9 eV
Spin multiplicity = 5

```
63
C23H29ClCoF4N3O2 ωB97M-V with the def2-TZVPD basis set
Co -0.498 0.141 -0.016
C 0.082 -2.132 -2.665
C 0.462 0.274 -1.975
N -0.810 1.856 -0.727
C 1.518 2.848 -1.460
C 2.516 3.391 -2.389
C -1.758 2.754 -0.124
C -1.723 2.395 1.368
N -1.586 0.942 1.500
C -1.993 0.329 2.628
C -2.017 -1.086 2.654
F -1.617 -1.737 1.533
C -2.408 -1.826 3.741
F -2.394 -3.167 3.644
C -2.815 -1.229 4.921
C -2.779 0.150 4.941
F -3.130 0.799 6.065
C -2.376 0.908 3.860
F -2.315 2.251 4.038
H 0.622 -2.144 -3.614
H -1.531 -2.847 -2.001
H 0.800 -2.312 -1.857
H -1.135 1.694 -2.925
H 0.613 2.225 -3.407
H 1.479 3.002 -0.391
H -0.468 3.415 -2.327
H 3.463 2.838 -2.339
H 2.741 4.445 -2.203
H 2.176 3.308 -3.430
H -2.772 2.608 -0.519
H -1.486 3.812 -0.253
H -2.623 2.775 1.851
H -0.866 2.919 1.819
H -3.133 -1.805 5.775
C 1.515 -1.969 0.905
N 1.342 -0.504 0.893
C 1.271 -0.035 2.292
C 2.537 0.120 0.296
C 2.833 -0.088 -1.176
C 4.160 -0.335 -1.509
C 4.593 -0.382 -2.828
C 3.682 -0.190 -3.852
C 2.347 0.024 -3.540
C 1.900 0.085 -2.218
H 2.353 -2.239 1.560
H 1.732 -2.324 -0.099
H 0.607 -2.445 1.264
H 2.216 -0.243 2.808
H 0.465 -0.548 2.811
H 1.067 1.034 2.315
H 3.413 -0.223 0.862
H 2.456 1.196 0.480
H 4.879 -0.488 -0.712
H 5.634 -0.576 -3.047
H 3.998 -0.227 -4.887
H 1.620 0.124 -4.338
Cl -0.048 2.097 -2.202
C -1.289 -0.295 -3.623
C -0.605 -0.770 -2.387
O -0.908 -3.125 -2.696
O -1.464 -0.944 -1.317
H -0.865 -0.483 -4.602
H -2.309 0.059 -3.560
```

Atomic partial charges in e from the natural (NBO) method, atoms 1 to 4: atom 1 (Co): 1.395, atom 2 (C): -0.042, atom 3 (C): -0.175, atom 4 (N): -0.898



[5]
The following is a DFT calculation (ωB97M-V with the def2-TZVPD basis set) of a gas-phase ion, C8H13N4 (charge +1) at a distorted geometry.

Properties
SMILES string = CNCC1=C(N)N=[NH+]C1=C1CC1
Energy = -14455.99162 eV
Total charge = +1
Relative energy (zero: lowest compared OMol25 entry of this formula, charge and spin) = 123.7 kcal/mol
HOMO = -12.1 eV
Spin multiplicity = 1

```
25
C8H13N4 ωB97M-V with the def2-TZVPD basis set
C 0.900 -0.022 -2.059
N -0.190 -0.324 -1.152
C 0.086 -1.527 -0.268
C -0.031 -1.133 1.159
C -0.016 -1.832 2.467
N 0.143 -3.181 2.438
N -0.353 -0.967 3.388
N -0.523 0.250 2.793
C -0.387 0.141 1.423
C -0.423 1.190 0.406
C -1.229 2.362 -0.046
C 0.276 2.449 0.087
H 1.777 0.348 -1.394
H 1.010 -0.793 -2.740
H 0.416 0.826 -2.741
H -1.144 -0.294 -1.417
H 0.967 -2.082 -0.497
H -0.548 -2.275 -0.695
H -0.493 -3.792 2.014
H 0.528 -3.571 3.313
H -1.010 0.857 3.443
H -1.896 2.645 0.737
H -1.615 2.224 -0.993
H 0.894 2.619 -0.682
H 0.626 3.162 0.932
```

Atomic partial charges in e from the natural (NBO) method, atoms 1 to 4: atom 1 (C): -0.422, atom 2 (N): -0.429, atom 3 (C): -0.261, atom 4 (C): -0.127



[6]
The following is a DFT calculation (ωB97M-V with the def2-TZVPD basis set) of C6H8O2Si in the gas phase at a distorted geometry.

Properties
SMILES string = O[SiH2]Oc1ccccc1
Energy = -18323.06885 eV
Total charge = 0
Relative energy (zero: lowest compared OMol25 entry of this formula, charge and spin) = 34.6 kcal/mol
HOMO = -8.1 eV
Spin multiplicity = 1

```
17
C6H8O2Si ωB97M-V with the def2-TZVPD basis set
O 3.591 1.023 0.401
Si 3.485 -0.462 -0.129
O 1.394 -0.145 0.024
C -0.067 -0.135 0.025
C -0.821 -0.651 -1.073
C -2.187 -0.517 -1.136
C -2.860 0.073 -0.011
C -2.092 0.608 1.058
C -0.735 0.470 1.044
H 2.624 1.357 0.619
H 3.808 -1.569 0.729
H 3.645 -0.615 -1.558
H -0.224 -1.271 -1.879
H -2.930 -0.639 -1.965
H -3.899 0.453 0.077
H -2.584 1.113 1.900
H -0.149 0.908 1.874
```

Atomic partial charges in e from the natural (NBO) method, atoms 1 to 4: atom 1 (O): -1.142, atom 2 (Si): 1.753, atom 3 (O): -0.970, atom 4 (C): 0.354